Entry 1:
Formula: C25H29FeN9O2PS4
Source: the Open Molecules 2025 dataset
Level of theory: the ωB97M-V functional and the def2-TZVPD basis

Expectation value of S²: 8.781
Energy (Eh): -4811.22876
Kohn-Sham gap (alpha / beta) (Eh): 0.2126 / 0.2222
Energy relative to the best compared isomer or geometry (same formula, charge and spin) (kJ/mol): 266.9
2S+1: 6

```
71
C25H29FeN9O2PS4 (the ωB97M-V functional and the def2-TZVPD basis)
Fe 0.304 -0.199 -0.012
S 0.312 -0.762 -2.342
S -1.883 0.784 0.157
S 0.727 -0.218 2.048
S 6.657 4.439 -0.454
P -1.701 1.270 2.148
O -2.281 -0.123 2.776
O -3.078 2.183 2.400
N 2.662 -0.149 -0.401
N 5.066 4.799 -0.437
N -1.217 -1.392 -4.410
N 1.050 2.068 -0.437
N 1.791 -4.629 -0.989
N -1.414 -2.299 -0.291
N 6.511 2.815 -0.405
N 1.333 -3.416 -0.399
N -2.062 -2.212 -2.549
C -2.981 3.387 3.127
C 3.428 -1.222 -0.419
C 3.237 1.072 -0.376
C 0.758 4.449 -0.459
C -3.873 -3.408 0.403
C -2.353 -1.620 4.641
C 2.392 2.234 -0.397
C -2.384 -0.169 4.192
C 0.283 3.138 -0.487
C 4.380 3.663 -0.393
C -2.357 -2.502 -1.217
C -3.620 -3.020 -0.893
C 5.220 2.512 -0.373
C -1.687 -2.662 0.960
C 5.444 0.050 -0.348
C -2.872 -3.250 1.355
C -2.836 -2.640 -3.619
C 2.119 4.649 -0.411
C 4.822 -1.179 -0.392
C 4.656 1.199 -0.353
C -1.035 -1.448 -3.060
C -0.315 -0.738 -5.309
C -2.274 4.470 2.331
C -2.307 -2.136 -4.752
C 2.959 3.538 -0.395
H 2.808 -4.590 -1.023
H -3.022 -3.568 2.373
H -4.009 3.678 3.362
H -1.548 0.380 4.643
H 0.071 5.280 -0.473
H -3.269 -2.126 4.348
H -1.508 -2.119 4.175
H -0.329 0.341 -5.149
H -2.446 3.223 4.071
H -4.838 -3.817 0.669
H 5.391 -2.095 -0.418
H 1.346 -3.427 0.621
H 1.523 -5.457 -0.454
H -0.781 2.951 -0.561
H -2.160 5.366 2.936
H -0.606 -0.966 -6.332
H 6.521 0.146 -0.322
H -2.839 4.711 1.434
H 0.700 -1.092 -5.118
H -3.664 -3.303 -3.504
H 2.562 5.634 -0.389
H -2.237 -1.677 5.720
H -3.321 0.315 4.496
H -4.394 -3.107 -1.636
H -1.290 4.098 2.042
H 0.384 -3.225 -0.708
H -2.621 -2.259 -5.767
H 2.892 -2.157 -0.471
H -0.898 -2.468 1.671
```



Entry 2:
Formula: C4H11NPS
Source: the Open Molecules 2025 dataset
Level of theory: the ωB97M-V functional and the def2-TZVPD basis

Energy (Eh): -952.98905
Kohn-Sham gap (Eh): 0.2716
Energy relative to the best compared isomer or geometry (same formula, charge and spin) (kJ/mol): 135.7
Net charge: +1
SMILES: C[C@H](P=S)[NH+](C)C

```
18
C4H11NPS (the ωB97M-V functional and the def2-TZVPD basis)
S 0.371 -2.510 -3.585
P 1.056 -1.816 -1.896
N 0.638 0.296 -0.264
C -0.190 -0.588 -1.196
C -1.372 -1.323 -0.490
C 1.373 -0.291 0.875
C -0.080 1.495 0.253
H 1.678 0.503 1.538
H 2.245 -0.722 0.497
H -1.071 -2.221 0.023
H -2.335 -1.530 -1.076
H 1.377 0.717 -0.933
H -0.532 0.051 -2.009
H 0.903 -1.213 1.335
H -0.276 1.433 1.251
H -1.631 -0.643 0.237
H -1.058 1.384 -0.276
H 0.514 2.447 0.048
```



Entry 3:
Formula: C3H6N2O
Source: the Open Molecules 2025 dataset
Level of theory: the ωB97M-V functional and the def2-TZVPD basis

Energy (Eh): -302.50249
Kohn-Sham gap (Eh): 0.3568
Energy relative to the best compared isomer or geometry (same formula, charge and spin) (kJ/mol): 500.4

```
12
C3H6N2O (the ωB97M-V functional and the def2-TZVPD basis)
O -0.304 0.804 1.737
N -0.030 -1.420 0.023
N -0.597 0.315 -2.003
C 0.392 0.970 0.524
C 0.088 -0.129 -0.474
C 0.645 0.025 -1.865
H -1.170 0.291 -0.978
H 0.300 -2.139 -0.609
H 0.082 0.031 2.170
H -0.894 -1.662 0.491
H 0.134 1.951 0.118
H 1.483 0.937 0.668
```



Entry 4:
Formula: C5H20F2N10O5V
Source: the Open Molecules 2025 dataset
Level of theory: the ωB97M-V functional and the def2-TZVPD basis

Expectation value of S²: 3.761
Energy (Eh): -2269.63116
Kohn-Sham gap (alpha / beta) (Eh): 0.3403 / 0.1476
Energy relative to the best compared isomer or geometry (same formula, charge and spin) (kJ/mol): 0.0
2S+1: 4
Net charge: +2

```
43
C5H20F2N10O5V (the ωB97M-V functional and the def2-TZVPD basis)
V -2.953 -17.972 38.508
F -1.465 -18.867 39.659
F -4.495 -16.949 37.552
O -2.038 -16.132 38.915
O -4.229 -19.503 39.616
O -3.705 -17.130 40.459
O -1.578 -17.504 36.914
O -3.177 -19.587 37.085
N -1.065 -14.251 39.740
N -3.093 -19.643 34.852
N -2.961 -21.463 35.917
N -3.605 -17.796 42.550
N -3.160 -15.703 42.055
N -4.662 -20.989 41.193
N -2.842 -14.037 38.673
N 0.421 -16.396 36.594
N -0.771 -17.044 34.847
N -6.021 -20.808 39.543
C -3.173 -20.191 36.069
C -1.973 -14.914 39.105
C -0.689 -17.030 36.165
C -3.492 -16.904 41.626
C -4.941 -20.373 40.061
H -3.452 -15.522 43.005
H -2.663 -13.043 38.663
H -6.235 -20.505 38.604
H -3.721 -20.816 41.516
H -3.908 -18.758 42.487
H -1.070 -13.242 39.775
H -3.662 -14.425 38.231
H 1.087 -16.111 35.890
H -3.140 -20.190 34.004
H -5.276 -21.705 41.554
H -3.154 -17.537 43.416
H -3.243 -18.648 34.771
H -3.072 -21.796 34.970
H -3.432 -14.977 41.408
H -0.218 -14.752 39.968
H 0.603 -16.323 37.585
H -6.679 -21.313 40.119
H -2.964 -22.096 36.704
H -1.633 -17.336 34.409
H -0.014 -16.649 34.307
```



Entry 5:
Formula: C3H8IrO2
Source: the Open Molecules 2025 dataset
Level of theory: the ωB97M-V functional and the def2-TZVPD basis

Expectation value of S²: 8.769
Energy (Eh): -373.63723
Kohn-Sham gap (alpha / beta) (Eh): 0.2461 / 0.3077
Energy relative to the best compared isomer or geometry (same formula, charge and spin) (kJ/mol): 0.0
2S+1: 6

```
14
C3H8IrO2 (the ωB97M-V functional and the def2-TZVPD basis)
Ir -0.226 1.878 1.101
O -0.798 0.241 -0.052
O 1.162 1.405 2.128
C 1.516 0.364 -0.711
C -1.754 -0.642 0.510
C 0.239 -0.436 -0.768
H 2.176 0.053 -1.533
H 0.371 -1.441 -0.334
H 1.437 1.451 -0.859
H -2.252 -1.211 -0.289
H 1.998 0.279 0.351
H -2.488 -0.033 1.052
H -0.101 -0.562 -1.809
H -1.279 -1.345 1.212
```



Entry 6:
Formula: C6H11NOS
Source: the Open Molecules 2025 dataset
Level of theory: the ωB97M-V functional and the def2-TZVPD basis

Energy (Eh): -763.30881
Kohn-Sham gap (Eh): 0.3298
Energy relative to the best compared isomer or geometry (same formula, charge and spin) (kJ/mol): 256.4
SMILES: CSN1C(=O)[C@@H](C)[C@@H]1C

```
20
C6H11NOS (the ωB97M-V functional and the def2-TZVPD basis)
S -2.078 -1.115 0.761
O -0.508 -1.383 -2.456
N -0.610 -0.678 0.081
C -0.148 -0.711 -1.583
C -1.544 -2.363 2.009
C 0.846 1.007 1.355
C 0.744 1.553 -2.277
C 0.823 0.419 -1.274
C 0.007 0.646 0.102
H 1.346 2.254 -1.695
H 1.166 1.471 -3.316
H -0.911 -3.017 1.344
H -2.258 -2.764 2.729
H 0.251 1.234 2.317
H -0.755 -1.722 2.408
H 1.791 -0.049 -1.057
H -0.794 1.454 0.061
H 1.324 0.120 1.758
H -0.214 1.864 -2.454
H 1.523 1.778 1.187
```